{
  "formula": "C38H59N10O",
  "method": "wB97M-V/def2-TZVPD",
  "homo_ev": -9.53,
  "charge": 1,
  "gap_ev": 7.0,
  "species": ["C", "O", "C", "C", "C", "C", "C", "C", "C", "C", "C", "C", "C", "C", "N", "C", "N", "N", "N", "H", "H", "H", "H", "H", "H", "H", "H", "H", "H", "H", "H", "H", "H", "H", "H", "H", "H", "H", "H", "H", "H", "H", "H", "H", "H", "H", "H", "H", "N", "C", "C", "C", "C", "H", "H", "H", "H", "H", "N", "C", "C", "C", "C", "H", "H", "H", "H", "H", "N", "C", "C", "C", "C", "H", "H", "H", "H", "H", "N", "C", "C", "C", "C", "H", "H", "H", "H", "H", "N", "C", "C", "C", "C", "H", "H", "H", "H", "H", "N", "C", "C", "C", "C", "H", "H", "H", "H", "H"],
  "xyz": [[3.57382, 0.29722, -2.17415], [3.25886, 0.44363, -0.79164], [3.97904, 1.49917, -0.17725], [3.59512, 2.89689, -0.70239], [2.05622, 3.05504, -0.78278], [1.45258, 3.78338, 0.42517], [-0.08798, 3.76877, 0.46946], [-0.81446, 4.64920, -0.57395], [-0.86101, 4.09440, -2.02613], [-2.27155, 3.56305, -2.43040], [-2.29490, 2.06885, -1.96384], [-1.63972, 1.13703, -3.00228], [-1.77739, -0.38178, -2.65887], [-1.67117, -0.57824, -1.17832], [-0.50769, -0.24970, -0.65276], [-0.68043, -0.47844, 0.67917], [0.29399, -0.21632, 1.52909], [-1.88454, -0.92863, 0.89312], [-2.54353, -1.01382, -0.29101], [4.06233, -0.66289, -2.40025], [2.63174, 0.31514, -2.74428], [4.22739, 1.08339, -2.56564], [3.78166, 1.44786, 0.90394], [5.07191, 1.39254, -0.28744], [3.98263, 3.71171, -0.07922], [3.99205, 3.01468, -1.71804], [1.54691, 2.10258, -0.99611], [1.85417, 3.68137, -1.66642], [1.84854, 4.80041, 0.55224], [1.79199, 3.23874, 1.32950], [-0.41422, 2.71673, 0.47247], [-0.36906, 4.17425, 1.45587], [-1.84368, 4.76553, -0.20060], [-0.36670, 5.65006, -0.56124], [-0.16874, 3.27311, -2.22421], [-0.63268, 4.93804, -2.69283], [-3.07249, 4.07168, -1.88349], [-2.40315, 3.62775, -3.51610], [-3.30934, 1.72514, -1.70857], [-1.65691, 2.04946, -1.07127], [-2.00678, 1.29182, -4.02412], [-0.55880, 1.32629, -3.05041], [-0.90458, -0.89433, -3.08348], [-2.65246, -0.84644, -3.12981], [1.14751, 0.18990, 1.16616], [0.23538, -0.31993, 2.53157], [-2.28505, -1.16965, 1.79310], [-3.49562, -1.30034, -0.47865], [-5.43021, 1.27839, 3.13006], [-6.19222, 0.93475, 4.21199], [-5.93509, -0.37629, 4.51395], [-4.97553, -0.84343, 3.58128], [-4.68196, 0.20229, 2.74254], [-5.42093, 2.18160, 2.68993], [-6.85125, 1.65155, 4.67176], [-6.38475, -0.93763, 5.31557], [-4.54986, -1.83408, 3.53235], [-4.00927, 0.27390, 1.90367], [2.75039, -2.40320, -0.48423], [3.03644, -2.95082, 0.73624], [3.16231, -4.30812, 0.57459], [2.94801, -4.58904, -0.79830], [2.69959, -3.39401, -1.42469], [2.60271, -1.42151, -0.66026], [3.12518, -2.32860, 1.61284], [3.38511, -5.01880, 1.35392], [2.97445, -5.55619, -1.27273], [2.49079, -3.16561, -2.45709], [6.13055, -3.53976, 2.40431], [6.66724, -4.00818, 1.23701], [7.82718, -4.66891, 1.54260], [7.99460, -4.60113, 2.95203], [6.93140, -3.90083, 3.45558], [5.27998, -3.01327, 2.47671], [6.17847, -3.82993, 0.29370], [8.48301, -5.14918, 0.83520], [8.80289, -5.01952, 3.52897], [6.67602, -3.62822, 4.46595], [-1.86207, 2.93930, 7.20773], [-3.08115, 3.52021, 7.42063], [-3.94914, 3.03715, 6.47779], [-3.22650, 2.12380, 5.66568], [-1.94216, 2.08334, 6.14280], [-1.03537, 3.11383, 7.75057], [-3.22516, 4.22554, 8.22159], [-4.98795, 3.30771, 6.38197], [-3.60631, 1.56133, 4.82913], [-1.08114, 1.52271, 5.81874], [0.75019, -0.26496, -6.78909], [1.27149, 0.06374, -5.56772], [1.57815, 1.39987, -5.58460], [1.22293, 1.89740, -6.86607], [0.71379, 0.84791, -7.58414], [0.44176, -1.18136, -7.06105], [1.38024, -0.68035, -4.79486], [2.00879, 1.95926, -4.76900], [1.32924, 2.90948, -7.22001], [0.33096, 0.79679, -8.58942], [-3.42427, -3.81428, -1.24393], [-4.69385, -3.99588, -1.73760], [-5.02547, -5.31067, -1.56334], [-3.92030, -5.94949, -0.93797], [-2.95010, -5.00399, -0.75122], [-2.92197, -2.94708, -1.24306], [-5.24565, -3.17599, -2.16875], [-5.95782, -5.76718, -1.85121], [-3.84821, -6.98712, -0.65751], [-1.96737, -5.07164, -0.31437]],
  "forces_ev_per_angstrom": [[-0.3, -0.3, -0.7], [0.4, 0.2, -0.2], [0.6, 1.0, 0.7], [-1.1, -0.6, -0.4], [0.1, 1.2, -0.6], [-0.1, -1.0, 0.5], [0.4, 0.7, 0.5], [0.1, -1.0, 0.1], [-1.1, 1.0, -0.4], [0.8, -1.1, 0.8], [0.1, 0.4, -0.8], [0.2, -0.3, 0.2], [-0.4, -0.1, -0.4], [1.5, 0.6, -2.4], [-0.3, -0.3, 1.2], [2.0, 1.1, -2.0], [0.3, 0.0, 1.0], [-1.7, -1.0, 2.6], [-0.1, 0.3, -0.7], [-0.1, 0.2, 0.4], [0.2, 0.1, 0.1], [-0.2, -0.1, 0.2], [-0.1, -0.2, -0.3], [-0.3, -0.4, -0.1], [0.3, -0.4, -0.1], [0.1, 0.1, 0.3], [0.2, 0.1, 0.3], [0.0, -0.2, 0.2], [-0.1, -0.2, -0.3], [-0.1, 0.2, -0.2], [-0.1, 0.2, -0.2], [0.0, -0.2, -0.2], [0.2, 0.1, -0.2], [0.0, -0.2, 0.0], [0.2, 0.4, 0.2], [0.2, -0.4, 0.0], [0.2, 0.3, -0.4], [-0.2, 0.1, 0.2], [0.2, 0.1, -0.1], [-0.5, -0.2, 0.1], [-0.1, 0.0, 0.3], [-0.3, 0.2, 0.0], [-0.2, 0.0, 0.1], [-0.1, 0.2, 0.4], [-0.2, -0.1, -0.2], [-0.2, -0.1, -0.2], [-0.3, -0.1, -0.3], [-0.1, 0.1, 0.8], [-0.1, 0.0, 0.0], [0.0, 0.0, -0.1], [-0.1, 0.0, 0.1], [0.1, 0.0, -0.1], [0.0, 0.0, -0.1], [0.0, 0.0, 0.1], [0.0, 0.0, 0.0], [0.0, 0.0, 0.0], [-0.1, 0.0, 0.0], [-0.1, 0.1, 0.0], [-0.1, -0.1, -0.1], [-0.1, 0.0, 0.0], [0.0, 0.0, 0.1], [0.0, 0.0, -0.1], [-0.1, 0.0, 0.1], [0.2, 0.0, 0.1], [0.0, 0.0, 0.0], [0.0, 0.0, 0.0], [0.0, 0.0, 0.0], [0.0, 0.0, 0.0], [0.0, 0.0, 0.1], [0.0, 0.0, -0.1], [0.0, 0.0, 0.0], [0.0, 0.0, 0.1], [0.0, 0.1, 0.0], [0.0, -0.1, -0.1], [0.0, 0.0, 0.0], [0.0, 0.0, 0.0], [0.0, 0.0, 0.0], [0.0, 0.0, 0.0], [0.0, 0.0, 0.0], [0.0, 0.1, 0.0], [0.0, 0.0, 0.0], [0.1, 0.0, -0.1], [0.0, 0.1, 0.0], [-0.1, 0.0, 0.0], [0.0, 0.0, 0.0], [0.0, 0.0, 0.0], [0.0, -0.1, 0.1], [0.0, 0.0, 0.0], [-0.1, 0.1, 0.0], [0.0, -0.1, 0.1], [0.0, 0.0, 0.1], [-0.1, 0.0, -0.1], [0.0, 0.0, 0.0], [0.0, 0.0, 0.0], [0.1, 0.0, 0.0], [0.0, 0.0, 0.0], [0.0, 0.0, 0.0], [0.0, 0.0, 0.0], [-0.1, 0.0, 0.1], [0.0, 0.1, 0.0], [0.0, 0.1, 0.0], [0.0, 0.0, 0.0], [0.1, 0.0, 0.0], [0.1, -0.5, -0.2], [0.0, -0.1, 0.0], [0.0, 0.0, 0.0], [0.0, 0.0, 0.0], [0.0, 0.0, 0.0]],
  "mulliken_charge": [-0.894, -0.097, -0.700, -1.210, 0.780, -0.968, -0.076, -0.893, 0.033, -1.099, 0.099, 0.125, -1.091, 0.347, -0.003, 0.175, -0.162, -0.018, -0.217, 0.311, 0.103, 0.473, 0.397, 0.353, 0.458, 0.367, -0.247, 0.234, 0.318, 0.335, -0.355, 0.399, 0.429, 0.374, -0.195, 0.390, 0.348, 0.399, 0.532, -0.546, 0.509, -0.214, 0.310, 0.427, -0.025, 0.231, 0.083, 0.472, 0.046, -0.676, -0.588, -0.133, -0.555, 0.202, 0.430, 0.426, 0.430, 0.373, 0.633, -0.456, -0.706, -0.889, -0.461, 0.004, 0.492, 0.505, 0.507, 0.477, 0.156, -0.213, -0.623, -0.412, -0.554, 0.159, 0.332, 0.399, 0.391, 0.378, 0.035, -0.560, -0.543, 0.658, -1.000, 0.184, 0.382, 0.363, 0.229, 0.342, -0.019, -0.855, 0.233, -1.040, -0.469, 0.200, 0.592, 0.548, 0.400, 0.418, -0.039, -0.291, -0.647, -0.650, -0.451, 0.470, 0.377, 0.406, 0.404, 0.449]
}

=====

{
  "formula": "C5H4N2",
  "method": "wB97M-V/def2-TZVPD",
  "homo_ev": -8.48,
  "gap_ev": 7.9,
  "relative_energy_kcal_mol": 116.8,
  "species": ["C", "C", "C", "C", "C", "N", "N", "H", "H", "H", "H"],
  "xyz": [[2.47075, -0.63060, -1.01003], [1.38787, -0.17891, -0.73425], [0.08464, 0.25001, -0.29373], [-0.75161, -0.69900, 0.26931], [-1.73633, -0.10919, 1.08153], [-1.84427, 1.17896, 1.00869], [-0.32448, 1.50012, -0.24070], [3.42661, -1.02918, -1.27637], [-0.79537, -1.70816, -0.08437], [-2.35693, -0.74780, 1.74804], [0.43913, 2.17373, -0.46811]],
  "forces_ev_per_angstrom": [[-0.5, 0.3, 0.0], [0.5, -0.1, -0.5], [-0.2, -0.5, 0.1], [0.2, -0.6, -0.2], [0.3, 0.7, -0.9], [1.5, 0.4, -0.3], [-0.7, -0.9, 0.9], [-0.2, 0.1, 0.1], [0.4, -0.5, 0.5], [-0.1, 1.0, -0.6], [-1.3, 0.0, 0.9]],
  "mulliken_charge": [0.149, -0.441, 0.439, -0.673, -0.015, -0.352, -0.494, 0.418, 0.345, 0.372, 0.252]
}

=====

{
  "formula": "C3H5N3O",
  "method": "wB97M-V/def2-TZVPD",
  "smiles": "Nc1c[nH]c(O)n1",
  "homo_ev": -8.16,
  "gap_ev": 9.0,
  "relative_energy_kcal_mol": 12.4,
  "species": ["N", "C", "C", "N", "C", "O", "N", "H", "H", "H", "H", "H"],
  "xyz": [[2.24098, 0.32461, 0.02849], [0.84968, 0.06183, 0.00600], [0.31157, -1.18509, -0.03608], [-1.06431, -0.99875, -0.02481], [-1.25938, 0.33822, 0.03720], [-2.51656, 0.81198, 0.08704], [-0.15282, 1.02831, 0.04613], [2.58550, 0.63438, -0.87134], [2.44929, 1.06647, 0.69008], [0.78593, -2.15226, -0.06382], [-1.77863, -1.70696, 0.00299], [-2.45127, 1.77725, 0.09812]],
  "forces_ev_per_angstrom": [[-0.1, 0.4, 0.1], [0.0, -0.3, -0.1], [0.2, 0.1, 0.0], [-0.1, 0.1, 0.0], [0.2, -0.1, 0.0], [0.1, 0.2, 0.0], [-0.1, -0.3, 0.0], [-0.1, 0.0, -0.1], [-0.1, -0.1, -0.1], [-0.1, 0.1, 0.0], [0.1, 0.1, 0.0], [0.0, -0.1, 0.0]],
  "mulliken_charge": [-0.595, 0.433, -0.562, -0.007, 0.363, -0.503, -0.641, 0.258, 0.292, 0.392, 0.194, 0.376]
}

=====

{
  "formula": "C3H14As2B2F12OSn",
  "method": "wB97M-V/def2-TZVPD",
  "homo_ev": -3.97,
  "charge": -2,
  "gap_ev": 7.5,
  "relative_energy_kcal_mol": 0.0,
  "species": ["Sn", "B", "H", "H", "H", "H", "B", "H", "H", "H", "H", "As", "F", "F", "F", "F", "F", "F", "As", "F", "F", "F", "F", "F", "F", "C", "C", "O", "C", "H", "H", "H", "H", "H", "H"],
  "xyz": [[-0.58725, -0.54707, 0.06560], [-0.52977, -1.73204, -2.90066], [-0.31477, -2.41764, -2.09570], [0.27475, -1.01311, -2.88933], [-0.59998, -2.19889, -3.87090], [-1.42146, -1.17991, -2.64711], [-1.96206, -3.20636, 0.77724], [-2.50205, -4.11916, 0.97583], [-0.90447, -3.41048, 0.71335], [-2.30871, -2.79772, -0.15930], [-2.07322, -2.48440, 1.57138], [0.99974, -2.34571, 3.96707], [0.94490, -1.03945, 5.12843], [2.51481, -1.65442, 3.43678], [1.03454, -3.68472, 2.75725], [-0.72998, -2.79199, 4.40325], [0.28100, -1.30487, 2.71442], [1.62616, -3.48193, 5.30726], [-3.05293, 2.04567, -1.83696], [-2.74828, 3.65860, -2.54078], [-3.73291, 2.93976, -0.38518], [-3.14255, 0.39761, -1.08220], [-2.52677, 1.27125, -3.41367], [-1.38344, 2.15059, -1.13610], [-4.78830, 1.90875, -2.50186], [1.82174, 3.62721, -0.42403], [2.41934, 2.23749, -0.60674], [1.57700, 1.31200, -0.79078], [3.93516, 2.07369, -0.36607], [0.74607, 3.57044, -0.59081], [2.23857, 4.33264, -1.14286], [2.05369, 4.01253, 0.56886], [4.57053, 2.80407, -0.86703], [4.04321, 1.08790, -0.81844], [4.22753, 1.97970, 0.67977]],
  "forces_ev_per_angstrom": [[-1.3, -2.7, -1.4], [0.3, 0.6, 0.9], [0.9, -3.3, 3.3], [3.5, 3.1, -0.2], [-0.4, -1.9, -3.5], [-3.9, 2.2, 1.0], [0.5, 1.1, -0.3], [-2.1, -3.3, 0.8], [4.5, -0.9, -0.4], [-1.5, 1.8, -4.1], [-0.7, 3.1, 3.5], [-2.2, -2.0, 0.5], [-0.1, -0.4, -0.2], [0.1, -1.0, 0.3], [0.5, 1.5, 1.7], [2.4, 0.4, -0.3], [0.0, 0.2, -0.1], [-0.5, 1.6, -2.1], [-1.2, 0.1, -1.5], [-0.4, -1.3, 0.3], [0.9, -1.6, -1.5], [0.1, 1.7, -0.3], [-0.4, 1.2, 2.5], [-1.2, -0.5, -0.4], [2.5, 0.3, 1.2], [0.1, -0.3, -0.6], [-3.0, -0.6, 1.0], [3.5, 2.0, 0.5], [-1.2, -1.5, -1.1], [0.1, 0.0, 0.1], [0.2, 0.0, -0.1], [0.0, -0.1, 0.1], [-0.3, 0.1, 0.0], [0.8, -0.1, 0.0], [-0.4, 0.2, 0.1]],
  "mulliken_charge": [0.974, 0.520, -0.266, -0.338, -0.189, -0.292, 0.718, -0.193, -0.299, -0.252, -0.340, 1.960, -0.475, -0.474, -0.476, -0.516, -0.473, -0.543, 1.961, -0.495, -0.500, -0.499, -0.467, -0.481, -0.522, -0.873, 0.687, -0.475, -1.116, 0.137, 0.330, 0.309, 0.336, 0.322, 0.300]
}